1.
The following is a DFT calculation (ωB97M-V/def2-TZVPD) of C23H25BrN3O9P2Sr as an isolated structure.

XYZ file:
```
64
Properties=species:S:1:pos:R:3:forces:R:3:nbo_charge:R:1
Sr 0.875 0.334 -0.478 -0.3 0.5 -0.6 1.79
O -1.637 0.903 -6.372 -0.2 0.0 0.0 -0.65
C -1.163 0.359 -5.224 0.0 0.0 0.0 0.36
C -1.984 -0.315 -4.322 0.1 0.0 0.0 -0.36
C -1.402 -0.820 -3.177 -0.1 0.0 0.1 0.08
N -0.107 -0.707 -2.889 0.1 0.1 0.0 -0.53
C 0.640 -0.068 -3.768 0.2 0.0 -0.1 0.21
Br 2.493 0.066 -3.356 -0.1 0.0 -0.1 0.09
C 0.190 0.481 -4.955 -0.1 0.0 0.1 -0.33
H -2.592 0.759 -6.424 0.2 0.0 0.0 0.48
H -3.045 -0.437 -4.500 0.0 0.0 0.0 0.21
H -2.005 -1.339 -2.440 0.0 0.0 0.0 0.20
H 0.852 0.999 -5.631 0.0 0.0 0.0 0.25
O 2.370 0.374 2.947 0.0 0.1 0.0 -0.72
C 2.819 0.228 1.803 -0.1 -0.6 0.1 0.77
O 2.682 1.022 0.824 0.2 0.2 0.2 -0.86
C 3.574 -1.073 1.509 0.3 0.0 0.3 -0.23
C 4.653 -1.362 2.297 -0.2 -0.1 -0.2 -0.14
C 5.400 -2.526 2.062 0.4 -0.1 0.1 -0.07
C 5.066 -3.409 1.065 -0.3 0.3 -0.1 -0.13
C 3.953 -3.134 0.280 0.0 -0.4 -0.1 -0.14
C 3.137 -1.970 0.450 0.0 0.5 0.2 0.51
O 2.113 -1.691 -0.236 0.0 -0.2 0.2 -0.82
N 3.645 -4.131 -0.750 0.1 0.2 0.0 0.53
O 4.446 -5.043 -0.922 0.1 -0.1 0.0 -0.44
O 2.628 -4.018 -1.402 -0.1 0.0 0.0 -0.38
N 6.555 -2.818 2.899 -0.4 -0.2 0.2 0.54
O 6.832 -2.034 3.792 0.1 0.2 -0.1 -0.42
O 7.163 -3.861 2.715 0.1 0.0 -0.2 -0.42
H 4.927 -0.695 3.101 0.0 0.0 0.0 0.25
H 5.637 -4.304 0.889 0.1 0.0 0.0 0.27
C -0.866 1.115 3.788 0.0 0.0 0.1 -0.94
P -1.018 0.095 2.283 0.2 -0.1 -0.3 0.79
C -0.807 -1.594 2.940 0.0 -0.1 0.2 -0.95
C -2.819 0.177 1.928 -0.1 0.1 0.0 -0.34
C -3.756 -0.387 2.786 0.0 0.0 0.0 -0.13
C -5.112 -0.332 2.500 0.0 0.0 0.1 -0.24
C -5.538 0.301 1.344 -0.1 0.0 0.0 -0.21
C -4.616 0.885 0.490 -0.1 0.1 0.0 -0.22
C -3.252 0.840 0.763 0.1 -0.1 0.2 -0.32
P -1.965 1.505 -0.368 -0.1 -0.1 -0.1 0.81
C -2.946 2.311 -1.682 -0.1 0.0 0.0 -0.96
C -1.426 2.991 0.561 0.0 0.2 0.0 -0.94
H -1.573 0.811 4.563 0.0 0.0 0.0 0.21
H -1.039 2.162 3.540 0.0 0.0 0.0 0.23
H 0.162 1.014 4.141 0.0 0.0 0.0 0.28
H -1.390 -1.792 3.842 0.0 0.0 0.0 0.21
H 0.252 -1.715 3.172 0.0 0.0 0.0 0.27
H -1.078 -2.325 2.178 0.0 0.0 0.0 0.24
H -3.422 -0.886 3.688 0.0 0.0 0.0 0.20
H -5.829 -0.784 3.174 0.0 0.0 0.0 0.21
H -6.594 0.348 1.107 0.0 0.0 0.0 0.21
H -4.971 1.386 -0.402 0.0 0.0 0.0 0.21
H -3.494 1.574 -2.271 0.0 0.0 0.0 0.22
H -2.219 2.800 -2.333 0.0 0.0 0.0 0.27
H -3.650 3.051 -1.294 0.0 0.0 0.0 0.21
H -2.239 3.417 1.151 0.0 0.0 0.0 0.21
H -1.075 3.713 -0.176 0.0 0.0 0.0 0.26
H -0.584 2.767 1.217 0.0 0.0 0.0 0.24
C 0.828 3.360 -2.486 0.2 0.2 -0.2 -0.21
O 0.404 2.236 -1.837 -0.1 -0.3 0.2 -1.07
H 0.500 4.309 -2.008 -0.1 -0.1 0.0 0.12
H 0.484 3.428 -3.543 -0.1 0.0 0.1 0.11
H 1.931 3.447 -2.545 0.0 0.0 0.0 0.13
```
Forces are in eV/Å.

Computed properties:
LUMO level = 0.068 Eh
HOMO level = -5.25 eV
Total charge = -1
Total energy = -5020.3575 hartree
ΔE to the lowest compared entry with this formula, charge and spin = 0.0 kcal per mole
Frontier orbital gap = 0.2603 hartree

2.
The following is a DFT calculation (ωB97M-V/def2-TZVPD) of C29H32NOZr as an isolated structure in a non-equilibrium geometry.

XYZ file:
```
64
Properties=species:S:1:pos:R:3:forces:R:3:nbo_charge:R:1
C -0.931 -2.189 1.193 0.5 -0.4 -0.5 -0.41
C -1.531 -1.810 -0.052 0.5 -0.7 -0.3 -0.26
C -0.507 -1.740 -1.034 -0.1 -0.3 0.5 -0.33
H -2.594 -1.708 -0.263 0.4 0.1 0.2 0.25
C 0.730 -2.094 -0.409 -0.3 0.3 0.2 -0.33
C 0.470 -2.386 0.952 -0.5 0.0 -0.1 -0.28
H 1.685 -2.215 -0.917 -0.4 0.0 0.3 0.26
C -1.595 1.321 2.484 -0.2 0.1 -0.4 -0.27
C -2.398 0.412 1.736 0.1 0.8 -0.2 -0.33
C -2.406 0.857 0.369 0.3 0.5 0.3 -0.34
H -2.983 -0.401 2.155 0.1 0.2 -0.1 0.26
C -1.539 1.984 0.266 -0.1 -0.6 0.8 -0.13
C -1.055 2.287 1.595 -0.1 -0.6 -0.5 -0.30
H -0.643 -1.558 -2.100 0.0 0.1 0.3 0.27
H 1.219 -2.723 1.663 -0.3 0.1 -0.2 0.26
H -1.452 -2.367 2.132 0.2 0.1 -0.3 0.28
H -0.414 3.130 1.861 -0.2 -0.4 -0.1 0.26
H -2.994 0.448 -0.449 0.3 0.0 0.3 0.26
H -1.470 1.312 3.561 0.1 -0.1 -0.2 0.28
Zr -0.132 0.057 0.802 -2.1 -2.2 1.9 1.88
C -0.864 2.469 -1.003 0.3 0.3 -0.1 -0.03
C -0.452 3.937 -0.788 -0.1 0.1 -0.1 -0.61
C -1.747 2.327 -2.247 -0.1 0.1 0.0 -0.61
H -1.328 4.499 -0.427 0.2 -0.2 -0.1 0.23
H -0.135 4.404 -1.728 0.1 -0.2 0.3 0.23
H 0.354 4.035 -0.050 -0.2 0.0 -0.3 0.23
H -2.720 2.812 -2.083 0.3 -0.1 -0.1 0.24
H -1.923 1.276 -2.516 0.0 0.2 0.1 0.21
H -1.260 2.821 -3.099 -0.1 -0.2 0.2 0.23
C 0.347 1.466 -1.162 0.6 0.7 -0.6 -0.52
C 1.613 1.938 -1.866 1.2 0.9 1.5 0.70
H 0.021 0.546 -1.679 0.0 -0.1 0.7 0.30
H 0.863 1.342 -0.151 0.3 0.9 -1.5 0.14
O 2.156 2.903 -1.320 -0.4 -1.2 -1.9 -0.55
N 2.112 1.176 -2.915 0.6 0.8 0.2 -0.64
C 2.470 -0.263 -2.772 -0.2 0.2 -0.2 -0.24
H 2.852 1.686 -3.393 -0.1 0.0 0.3 0.42
C 1.581 -1.171 -3.597 -0.1 -0.1 -0.3 -0.07
C 1.788 -2.559 -3.589 -0.3 0.2 0.0 -0.22
H 2.663 -2.971 -3.074 -0.4 0.1 -0.1 0.22
C 0.878 -3.403 -4.232 0.2 0.2 0.1 -0.19
H 1.017 -4.482 -4.178 0.0 0.3 -0.1 0.23
C -0.200 -2.863 -4.938 0.0 0.2 0.2 -0.23
H -0.925 -3.521 -5.411 0.2 0.1 0.0 0.23
C -0.342 -1.478 -5.034 0.3 0.1 0.1 -0.15
H -1.146 -1.034 -5.614 0.1 -0.2 0.0 0.22
C 0.558 -0.627 -4.380 0.0 -0.3 0.1 -0.26
H 0.508 0.462 -4.477 -0.2 -0.5 0.0 0.23
H 2.451 -0.566 -1.708 0.0 0.3 -0.5 0.20
H 3.514 -0.385 -3.107 -0.3 0.2 0.2 0.24
C 1.308 0.014 2.590 -0.1 -0.2 -0.7 -0.92
C 0.757 -0.275 3.941 -0.2 0.0 0.7 0.00
C 0.273 -1.550 4.311 0.0 0.6 -0.1 -0.26
C -0.334 -1.742 5.551 0.1 0.1 0.0 -0.14
C -0.446 -0.689 6.462 0.2 0.0 -0.2 -0.25
C 0.068 0.567 6.124 0.0 -0.2 0.0 -0.19
C 0.664 0.772 4.885 -0.2 -0.4 -0.4 -0.24
H 1.736 1.029 2.565 0.1 -0.2 0.0 0.23
H 2.073 -0.726 2.306 0.0 0.4 0.1 0.23
H 0.335 -2.379 3.601 0.0 0.2 0.4 0.20
H -0.723 -2.728 5.803 0.1 0.2 0.0 0.21
H -0.908 -0.848 7.432 0.1 0.0 -0.2 0.23
H 0.006 1.396 6.827 0.0 -0.2 -0.1 0.22
H 1.027 1.764 4.597 0.0 -0.3 0.2 0.21
```
Forces are in eV/Å.

Computed properties:
LUMO level = -0.141 Eh
HOMO level = -10.70 eV
Total charge = +1
Total energy = -1301.0722 hartree
ΔE to the lowest compared entry with this formula, charge and spin = 0.0 kcal per mole
Frontier orbital gap = 0.2518 hartree

3.
The following is a DFT calculation (ωB97M-V/def2-TZVPD) of a 10-piece molecular cluster, C54H48F9ISi overall.

XYZ file:
```
113
Properties=species:S:1:pos:R:3:forces:R:3:mulliken_charge:R:1
F 7.168 -7.968 -4.989 0.0 0.0 0.0 -0.32
C 7.351 -6.978 -5.891 0.0 -0.1 0.1 0.53
C 6.309 -6.106 -6.133 0.1 0.0 -0.1 -0.64
C 6.508 -5.093 -7.061 -0.1 0.0 0.0 -0.03
C 7.722 -4.969 -7.721 0.0 0.0 0.0 -0.64
C 8.748 -5.864 -7.453 0.1 0.0 0.0 -0.17
C 8.571 -6.885 -6.529 -0.1 0.1 0.0 -0.57
H 5.375 -6.226 -5.604 0.0 0.0 0.0 0.42
H 5.707 -4.393 -7.263 0.0 0.0 0.0 0.26
H 7.869 -4.175 -8.441 0.0 0.0 0.0 0.38
H 9.698 -5.771 -7.964 0.0 0.0 0.0 0.35
H 9.352 -7.597 -6.300 0.0 0.0 0.0 0.41
F -0.427 -0.969 -4.254 0.0 0.0 0.0 -0.30
C -1.026 -1.051 -3.043 0.1 0.1 -0.1 0.36
C -0.847 -0.007 -2.159 -0.1 -0.1 0.1 -0.37
C -1.454 -0.101 -0.914 0.0 0.0 0.0 -0.51
C -2.212 -1.216 -0.581 0.0 0.0 0.0 -0.68
C -2.371 -2.245 -1.499 0.0 -0.1 0.0 -0.34
C -1.774 -2.173 -2.750 0.0 0.0 0.1 -0.73
H -0.253 0.847 -2.451 0.0 0.0 0.0 0.64
H -1.331 0.706 -0.202 0.0 0.0 0.0 0.44
H -2.680 -1.284 0.392 0.0 0.0 0.0 0.59
H -2.969 -3.111 -1.242 0.0 0.0 0.0 0.43
H -1.880 -2.957 -3.486 0.0 0.0 0.0 0.45
F 0.795 2.456 -3.857 0.0 0.0 -0.1 -0.24
C 1.941 3.166 -3.989 -0.1 -0.1 0.1 0.04
C 3.088 2.661 -3.416 0.1 0.0 0.0 0.36
C 4.254 3.404 -3.524 0.0 0.0 0.1 -0.41
C 4.256 4.623 -4.188 -0.1 0.0 -0.1 -0.65
C 3.084 5.094 -4.765 0.0 0.0 0.0 -0.36
C 1.904 4.366 -4.669 0.1 0.0 0.0 -0.62
H 3.066 1.719 -2.887 -0.1 0.0 0.0 0.24
H 5.151 3.025 -3.053 0.1 0.0 -0.1 0.41
H 5.167 5.202 -4.259 0.0 0.0 0.0 0.39
H 3.079 6.041 -5.289 0.0 0.0 0.0 0.37
H 0.975 4.714 -5.097 0.0 0.0 0.0 0.49
F -4.402 -1.669 2.450 0.0 0.0 0.0 -0.32
C -5.317 -2.127 1.560 0.1 0.1 0.1 0.52
C -5.865 -3.376 1.764 0.0 0.0 -0.1 -0.55
C -6.790 -3.836 0.836 0.0 -0.1 0.0 -0.30
C -7.142 -3.058 -0.258 0.0 0.0 0.0 -0.63
C -6.567 -1.806 -0.429 0.0 0.0 0.0 -0.37
C -5.644 -1.323 0.488 0.0 -0.1 -0.1 -0.38
H -5.572 -3.961 2.624 0.0 0.0 0.0 0.44
H -7.237 -4.812 0.974 0.0 0.0 0.0 0.37
H -7.862 -3.426 -0.976 0.0 0.0 0.0 0.40
H -6.832 -1.197 -1.284 0.0 0.0 0.0 0.38
H -5.175 -0.356 0.377 0.0 0.0 0.0 0.46
F 5.375 1.025 -1.593 0.0 0.0 0.1 -0.40
C 4.300 0.930 -0.773 0.1 0.0 -0.2 0.27
C 4.091 1.921 0.163 -0.1 -0.1 0.0 -0.34
C 2.959 1.830 0.962 0.0 0.0 0.0 -0.32
C 2.072 0.772 0.812 0.0 0.0 0.0 -0.92
C 2.315 -0.206 -0.142 0.0 -0.1 0.0 -0.32
C 3.442 -0.137 -0.950 0.0 0.0 0.1 -0.46
H 4.795 2.736 0.252 0.0 0.0 0.0 0.48
H 2.769 2.592 1.706 0.0 0.0 0.0 0.46
H 1.192 0.712 1.439 0.0 0.0 0.0 0.50
H 1.623 -1.030 -0.266 0.0 0.0 0.0 0.46
H 3.658 -0.882 -1.704 0.0 0.0 0.0 0.56
F -4.297 -2.242 9.332 0.0 0.0 0.0 -0.33
C -4.453 -1.563 8.173 0.0 -0.1 0.1 0.45
C -4.086 -2.179 6.994 0.0 0.1 0.0 -0.72
C -4.248 -1.473 5.810 0.0 -0.1 0.0 -0.19
C -4.769 -0.187 5.822 0.0 0.0 0.0 -0.66
C -5.130 0.402 7.026 0.0 0.1 0.0 -0.14
C -4.972 -0.285 8.223 0.0 0.0 -0.1 -0.61
H -3.683 -3.183 7.017 0.0 0.0 0.0 0.43
H -3.969 -1.932 4.871 0.0 0.0 0.0 0.44
H -4.894 0.352 4.892 0.0 0.0 0.0 0.41
H -5.536 1.404 7.049 0.0 0.0 0.0 0.40
H -5.236 0.154 9.175 0.0 0.0 0.0 0.50
F -1.469 0.149 -11.162 0.0 0.0 0.0 -0.32
C -0.772 0.692 -10.140 -0.1 -0.1 -0.1 0.44
C 0.297 -0.011 -9.622 0.0 0.1 0.0 -0.66
C 1.004 0.557 -8.573 0.0 0.0 0.1 0.26
C 0.641 1.797 -8.063 0.0 0.0 0.0 -0.73
C -0.440 2.475 -8.609 0.0 0.0 0.0 -0.17
C -1.162 1.926 -9.660 0.1 0.0 0.0 -0.60
H 0.557 -0.975 -10.036 0.0 0.0 0.0 0.44
H 1.845 0.027 -8.146 0.0 0.0 0.0 0.09
H 1.197 2.229 -7.242 0.0 0.0 0.0 0.49
H -0.730 3.442 -8.215 0.0 0.0 0.0 0.36
H -2.008 2.431 -10.104 0.0 0.0 0.0 0.42
F -6.601 2.612 9.011 0.0 0.0 0.0 -0.29
C -7.185 2.352 10.204 0.1 0.0 -0.1 0.40
C -7.120 3.312 11.193 0.0 -0.1 0.0 -0.64
C -7.717 3.028 12.413 0.0 0.1 0.0 -0.26
C -8.358 1.815 12.622 0.0 0.0 0.0 -0.58
C -8.404 0.874 11.602 0.0 -0.1 0.0 -0.32
C -7.814 1.135 10.373 0.0 0.1 0.1 -0.30
H -6.613 4.247 11.002 0.0 0.0 0.0 0.42
H -7.679 3.764 13.205 0.0 0.0 0.0 0.35
H -8.820 1.602 13.576 0.0 0.0 0.0 0.38
H -8.902 -0.074 11.759 0.0 0.0 0.0 0.35
H -7.835 0.423 9.560 0.0 0.0 0.0 0.50
F 2.615 3.344 3.998 0.0 0.0 0.0 -0.36
C 3.880 3.289 4.476 -0.1 0.0 -0.1 0.48
C 4.212 2.269 5.343 0.1 0.1 0.0 -0.54
C 5.515 2.218 5.817 0.0 -0.1 0.0 -0.26
C 6.448 3.168 5.425 0.0 0.0 0.0 -0.57
C 6.077 4.180 4.550 0.0 0.1 0.0 -0.30
C 4.779 4.251 4.063 0.1 -0.1 0.1 -0.41
H 3.465 1.541 5.628 0.0 0.0 0.0 0.42
H 5.801 1.427 6.498 0.0 0.0 0.0 0.35
H 7.462 3.120 5.799 0.0 0.0 0.0 0.38
H 6.801 4.923 4.241 0.0 0.0 0.0 0.36
H 4.460 5.028 3.383 0.0 0.0 0.0 0.45
Si 3.023 -1.628 -5.031 -0.1 0.0 0.1 0.49
I 4.381 -1.457 -7.036 0.2 0.0 -0.2 -0.17
H 3.064 -0.313 -4.371 -0.1 0.0 0.0 -0.06
H 1.664 -1.995 -5.453 0.0 0.0 0.0 -0.10
H 3.612 -2.663 -4.163 0.0 0.0 0.0 -0.16
```
Forces are in eV/Å.

Computed properties:
SMILES = Fc1ccccc1.Fc1ccccc1.Fc1ccccc1.Fc1ccccc1.Fc1ccccc1.Fc1ccccc1.Fc1ccccc1.Fc1ccccc1.Fc1ccccc1.[SiH3]I
LUMO level = 0.016 Eh
HOMO level = -9.15 eV
Total energy = -3572.4900 hartree
ΔE to the lowest compared entry with this formula, charge and spin = 0.0 kcal per mole
Frontier orbital gap = 0.3519 hartree